w | Molecular formula: C3H9N4O
Method: DFT, wB97M-V/def2-TZVPD

Cartesian coordinates (Å):
C  0.010  0.231  -2.681
C  -0.556  0.798  -0.321
C  -0.178  -0.720  0.605
N  -0.434  0.612  -1.639
N  1.055  -0.772  1.138
N  -0.011  0.284  -4.017
N  1.227  -0.220  2.454
O  -1.260  -0.497  1.518
H  -1.585  0.890  -0.308
H  0.018  1.571  0.053
H  -0.375  -1.384  -0.245
H  -0.095  -0.552  -4.584
H  -0.544  1.056  -4.387
H  2.181  0.320  2.410
H  1.563  -0.961  3.096
H  0.321  0.120  2.706
H  -2.061  -0.783  1.023

Computed properties:
Charge: +1
E_LUMO (spin up / spin down) (eV): -3.96 / -3.96

Results of the Mulliken charge analysis, in e, for atoms 1 through 5: 0.317, -0.529, -0.037, -0.049, -0.811

=====

x | Molecular formula: C3H9N4O
Method: DFT, wB97M-V/def2-TZVPD

Cartesian coordinates (Å):
C  0.271  -2.392  1.050
C  0.489  0.316  -1.174
C  -0.760  1.200  -1.148
N  1.382  -2.791  1.146
N  0.872  0.832  1.005
N  1.316  0.343  -0.036
N  -1.457  1.062  0.141
O  -0.683  -1.774  0.808
H  0.231  -0.751  -1.277
H  1.123  0.526  -2.044
H  -1.398  0.962  -2.006
H  -0.451  2.245  -1.246
H  1.506  0.797  1.807
H  -1.864  0.135  0.244
H  -0.251  1.109  0.962
H  1.866  -3.572  1.528
H  -2.192  1.753  0.239

Computed properties:
Charge: +1
E_LUMO (eV): -4.85

Results of the Mulliken charge analysis, in e, for atoms 1 through 5: 0.540, -0.422, -0.615, -0.357, 0.069

=====

Verdict on stability: w comes out at the bottom.

=====

w | Molecular formula: C4H8ClN3
Method: DFT, wB97M-V/def2-TZVPD

Cartesian coordinates (Å):
C  -0.915  1.856  0.505
C  -0.226  0.877  -0.384
C  -1.027  0.210  -1.238
Cl  -0.449  -0.933  -2.350
N  1.123  0.789  -0.338
C  1.703  -0.350  -0.079
N  1.283  -1.549  0.352
N  0.036  -1.880  0.890
H  -1.955  2.105  0.105
H  -0.255  2.759  0.512
H  -1.085  1.423  1.556
H  -2.129  0.316  -1.330
H  2.788  -0.415  -0.342
H  1.948  -2.316  0.399
H  -0.713  -1.755  0.183
H  -0.127  -1.136  1.560

Computed properties:
SMILES string: CC(=C/Cl)/N=C\NN
Charge: 0
E_LUMO (eV): 0.85

Results of the Mulliken charge analysis, in e, for atoms 1 through 5: -1.019, 0.593, -0.466, -0.158, -0.578

=====

x | Molecular formula: C4H8ClN3
Method: DFT, wB97M-V/def2-TZVPD

Cartesian coordinates (Å):
C  -3.471  -0.346  -0.127
C  -1.176  0.639  0.211
C  0.286  0.698  0.114
C  1.235  -0.308  0.164
H  -3.836  -1.256  -0.704
H  -3.576  -0.217  1.311
H  -3.962  0.643  -0.838
H  -1.681  1.706  0.296
H  1.023  -1.358  0.153
H  2.649  1.144  -0.335
H  3.797  -1.328  0.842
H  3.680  -1.495  -0.768
N  -2.044  -0.346  -0.078
N  2.570  0.198  -0.181
N  3.790  -0.703  -0.022
Cl  0.715  2.329  -0.039

Computed properties:
Charge: 0
E_LUMO (eV): 0.20

Results of the Mulliken charge analysis, in e, for atoms 1 through 5: -0.579, -0.371, 0.699, -0.306, 0.231

=====

Verdict on stability: x comes out at the bottom.

=====

w | Molecular formula: CH4NOPS2
Method: DFT, wB97M-V/def2-TZVPD

Cartesian coordinates (Å):
C  1.445  -1.882  -0.020
N  0.278  1.612  -0.331
O  1.070  -2.904  -0.442
P  -0.529  0.302  0.389
S  -1.142  0.831  2.163
S  -2.119  0.034  -0.997
H  2.434  -1.538  0.276
H  0.614  1.445  -1.270
H  0.986  2.023  0.263
H  -3.038  0.077  -0.031

Computed properties:
Charge: 0
E_LUMO (spin up / spin down) (eV): -1.39 / -0.40

Results of the Mulliken charge analysis, in e, for atoms 1 through 5: 0.066, -0.528, -0.296, 0.467, -0.393

=====

x | Molecular formula: CH4NOPS2
Method: DFT, wB97M-V/def2-TZVPD

Cartesian coordinates (Å):
N  0.630  0.119  1.062
P  0.073  0.845  -0.388
S  0.494  2.730  -0.446
S  0.593  -0.382  -2.079
C  -1.723  0.360  -0.359
O  -2.198  -0.039  -1.446
H  0.679  -0.854  1.047
H  1.419  0.517  1.374
H  -0.535  -0.083  -2.514
H  -2.281  0.580  0.441

Computed properties:
SMILES string: N[P@@](=S)(S)C=O
Charge: 0
E_LUMO (eV): -0.61

Results of the Mulliken charge analysis, in e, for atoms 1 through 5: -0.550, 0.487, -0.381, -0.240, -0.009

=====

Verdict on stability: w comes out at the bottom.

=====

w | Molecular formula: C2H2ClOP
Method: DFT, wB97M-V/def2-TZVPD

Cartesian coordinates (Å):
C  0.752  -1.022  -0.202
C  0.639  0.301  0.037
O  0.602  -2.147  -0.219
P  -1.217  1.349  -0.558
Cl  -2.548  0.306  0.506
H  0.555  0.339  1.051
H  1.217  0.874  -0.615

Computed properties:
Charge: 0
E_LUMO (eV): -0.66

Results of the Mulliken charge analysis, in e, for atoms 1 through 5: 0.743, -1.076, -0.214, 0.035, -0.240

=====

x | Molecular formula: C2H2ClOP
Method: DFT, wB97M-V/def2-TZVPD

Cartesian coordinates (Å):
C  -0.792  0.289  0.961
C  0.461  -0.179  0.411
O  -1.896  0.451  1.146
P  0.142  -0.945  -1.336
Cl  0.046  0.706  -2.497
H  1.060  0.797  0.294
H  0.978  -1.119  1.019

Computed properties:
Charge: 0
E_LUMO (spin up / spin down) (eV): -0.52 / -0.52

Results of the Mulliken charge analysis, in e, for atoms 1 through 5: 0.458, -0.589, -0.179, -0.017, -0.256

=====

Verdict on stability: w comes out at the bottom.

=====

w | Molecular formula: CH5N2P
Method: DFT, wB97M-V/def2-TZVPD

Cartesian coordinates (Å):
C  -0.049  -0.127  -1.613
N  -0.203  0.106  -0.241
P  0.885  -0.209  0.798
N  0.048  0.391  2.133
H  0.951  0.202  -1.973
H  -0.238  -1.196  -1.834
H  -0.743  0.436  -2.150
H  0.259  -0.257  2.896
H  -0.910  0.653  1.984

Computed properties:
SMILES string: C/N=P/N
Charge: 0
E_LUMO (eV): 0.51

Results of the Mulliken charge analysis, in e, for atoms 1 through 5: -0.688, -0.258, 0.112, -0.507, 0.273

=====

x | Molecular formula: CH5N2P
Method: DFT, wB97M-V/def2-TZVPD

Cartesian coordinates (Å):
H  3.282  -0.475  0.083
N  2.314  -0.569  -0.088
P  1.269  0.590  -0.033
N  -0.145  -0.272  0.042
C  -1.431  0.385  -0.076
H  0.089  -1.236  0.204
H  -1.422  1.332  0.292
H  -1.700  0.250  -1.049
H  -2.256  -0.005  0.626

Computed properties:
SMILES string: [H]/N=P/NC
Charge: 0
E_LUMO (eV): 0.78

Results of the Mulliken charge analysis, in e, for atoms 1 through 5: 0.224, -0.536, 0.087, -0.263, -0.726

=====

Verdict on stability: x comes out at the bottom.

=====

w | Molecular formula: CH2N2O2S2
Method: DFT, wB97M-V/def2-TZVPD

Cartesian coordinates (Å):
N  1.590  0.222  -0.149
S  0.351  -0.831  -0.044
O  0.695  -1.889  0.823
O  -0.125  -1.062  -1.368
N  -0.936  0.145  0.643
C  -1.972  0.660  0.279
S  -3.284  1.420  -0.145
H  2.260  0.249  0.598
H  1.421  1.085  -0.637

Computed properties:
SMILES string: NS(=O)(=O)N=C=S
Charge: 0
E_LUMO (eV): 0.01

Results of the Mulliken charge analysis, in e, for atoms 1 through 5: -0.442, 1.159, -0.544, -0.556, -0.369

=====

x | Molecular formula: CH2N2O2S2
Method: DFT, wB97M-V/def2-TZVPD

Cartesian coordinates (Å):
C  -0.038  -0.472  -1.466
N  -0.479  0.172  -2.536
N  0.013  -0.440  -0.098
O  -0.328  2.332  -0.831
O  -2.484  2.108  -2.024
S  -0.088  -1.735  -2.662
S  -1.047  2.145  -2.039
H  0.071  0.398  0.414
H  0.371  -1.282  0.343

Computed properties:
Charge: 0
E_LUMO (eV): -1.37

Results of the Mulliken charge analysis, in e, for atoms 1 through 5: 0.554, -0.373, -0.334, -0.495, -0.437

=====

Verdict on stability: x comes out at the bottom.